Computed, not measured: 11 unconnected molecules or ions with the total composition C14H50O18 at a distorted geometry, with ωB97M-V/def2-TZVPD.

```
82
Properties=species:S:1:pos:R:3
O -14.12200 12.12400 -12.06700
C -15.42900 11.70600 -11.83900
C -15.39400 10.18700 -11.66900
O -16.74900 9.84600 -11.24300
H -13.70200 11.98500 -11.19400
H -15.92100 12.21200 -10.96100
H -16.15500 11.98900 -12.62200
H -14.56000 9.88200 -10.88100
H -15.28400 9.70600 -12.63800
H -17.36800 10.57900 -11.47300
O -17.47900 17.64600 -10.65500
C -17.18900 16.78100 -9.57300
C -17.72400 17.24100 -8.24500
O -17.35000 16.37300 -7.20400
H -17.90900 17.08300 -11.32700
H -17.57400 15.81200 -9.86200
H -16.11800 16.60600 -9.53800
H -18.80000 17.32300 -8.39900
H -17.40900 18.25600 -8.01200
H -16.53000 16.66300 -6.84400
O -21.83300 12.97000 -9.55800
C -20.94800 13.33400 -10.56900
C -19.53100 13.14200 -10.02600
O -18.57200 13.31500 -10.96700
H -21.80300 12.02600 -9.45700
H -21.29800 12.79900 -11.40800
H -21.01100 14.42900 -10.72400
H -19.44700 12.13100 -9.59700
H -19.41000 13.92800 -9.27400
H -18.68700 12.73500 -11.70500
O -12.38600 15.79700 -16.41800
C -12.19800 16.60100 -15.32200
C -12.71600 18.03100 -15.69500
O -12.39300 18.87900 -14.54600
H -11.68900 15.94400 -17.09600
H -12.72600 16.20800 -14.46900
H -11.11300 16.68000 -15.03700
H -13.81000 18.05200 -15.85900
H -12.11900 18.35300 -16.52500
H -13.04100 18.66200 -13.91700
O -14.55800 14.82600 -12.88200
C -15.78800 15.06300 -12.27100
C -16.75300 15.16500 -13.42800
O -18.10000 15.47100 -13.02600
H -14.08100 14.05500 -12.47000
H -16.06900 14.40500 -11.44500
H -15.66600 16.04400 -11.84900
H -16.83800 14.15500 -13.89800
H -16.32400 15.77300 -14.21000
H -18.54300 14.65900 -12.77700
O -21.33100 8.80000 -12.57100
C -20.49900 9.85800 -12.12700
C -19.66900 10.35000 -13.31000
O -18.81600 11.37600 -12.86400
H -21.91800 8.59800 -11.84400
H -21.11300 10.67500 -11.63200
H -19.83100 9.58800 -11.31900
H -20.21500 10.70400 -14.14000
H -19.20100 9.47100 -13.78500
H -18.12700 11.52100 -13.55700
O -14.78600 13.87900 -7.62800
C -15.97000 13.38400 -8.18800
C -15.79300 11.87800 -8.03900
O -17.12100 11.34500 -8.28300
H -14.76300 13.62900 -6.68800
H -16.83200 13.76200 -7.76200
H -16.01400 13.63100 -9.21900
H -15.54000 11.70800 -7.04000
H -15.17500 11.38200 -8.82000
H -17.01500 10.41400 -8.29700
O -10.90400 12.98600 -13.38800
H -11.34600 13.63700 -12.83200
H -10.33500 13.59700 -13.84300
O -13.44700 17.46500 -12.43900
H -14.12300 18.02700 -12.03500
H -13.76400 16.58200 -12.26000
O -14.50400 14.32500 -15.43500
H -14.63100 14.63900 -14.53700
H -13.87500 14.89900 -15.83100
O -11.86000 14.93900 -11.81200
H -12.30200 15.14100 -11.01600
H -11.61700 15.73900 -12.27900
```

Calculated values
Strongest force on any atom ... 4.0 eV Å⁻¹
SMILES string ... OCCO.OCCO.OCCO.OCCO.OCCO.OCCO.OCCO.O.O.O.O
M ... 506.5 g/mol
Multiplicity ... 1
ΔE to the lowest compared entry with this formula, charge and spin ... 306.1 kJ/mol
Gap between HOMO and LUMO ... 9.72 eV

---

Computed, not measured: C4H8P2 in the gas phase at a distorted geometry, with ωB97M-V/def2-TZVPD.

```
14
Properties=species:S:1:pos:R:3
C 1.39396 1.57035 2.78952
C 0.86886 1.28155 1.36235
P 0.68984 -0.30128 0.82140
P -0.55013 0.26120 -0.86241
C -0.73051 -1.30971 -1.58827
C -1.58699 -1.67150 -2.81014
H 0.69561 2.07718 3.40869
H 1.61622 0.81079 3.42031
H 2.11533 2.30226 2.70234
H 0.59356 2.26019 0.89964
H 0.00773 -2.07194 -1.15819
H -1.92888 -2.67305 -2.51184
H -2.29675 -0.79168 -2.91522
H -0.88785 -1.74434 -3.55818
```

Calculated values
Strongest force on any atom ... 4.2 eV Å⁻¹
SMILES string ... CC=P#P=CC
M ... 118.1 g/mol
Multiplicity ... 1
ΔE to the lowest compared entry with this formula, charge and spin ... 202.6 kJ/mol
Gap between HOMO and LUMO ... 8.31 eV

---

Computed, not measured: a molecular structure, C7H8NO2 at a distorted geometry, with ωB97M-V/def2-TZVPD.

```
18
Properties=species:S:1:pos:R:3
C 1.94240 -2.51332 -2.01540
C 1.35240 -2.55774 -0.76579
C 0.46433 -0.76975 -0.91902
C 1.62684 -1.34727 -2.79431
C 0.65859 0.72714 1.02162
C -1.52009 0.59380 -0.39067
C -0.28659 -0.14872 0.22340
N 0.81219 -0.29204 -2.06960
O 1.31883 -3.19054 0.27591
O 1.79730 -1.25077 -4.00020
H 2.33463 -3.34005 -2.61267
H 0.06420 1.19158 1.83074
H 1.00805 1.38391 0.28420
H 1.58567 0.23573 1.35162
H -1.72100 1.47803 0.17238
H -2.42290 0.02771 -0.54769
H -1.27859 0.78256 -1.43472
H -0.70566 -1.06459 0.88754
```

Calculated values
Strongest force on any atom ... 4.0 eV Å⁻¹
M ... 138.1 g/mol
Charge ... -1
Multiplicity ... 1
ΔE to the lowest compared entry with this formula, charge and spin ... 0.0 kJ/mol
Gap between HOMO and LUMO ... 7.28 eV

---

Computed, not measured: a molecular structure, C52H64Cl5InN7O5P2 at a distorted geometry, with ωB97M-V/def2-TZVPD.

```
136
Properties=species:S:1:pos:R:3
In -0.20778 -0.63937 0.08070
C 1.76351 -3.52750 1.02427
O 0.53832 -3.16116 0.43609
C 0.09267 -3.90746 -0.62861
C 0.57441 -5.17463 -0.92566
C 0.06873 -5.90159 -1.99126
C -0.92946 -5.36205 -2.78302
C -1.39913 -4.09303 -2.52324
C -0.90924 -3.34244 -1.44553
N -1.30810 -2.03666 -1.26393
N -2.31699 -1.62959 -1.91593
C -2.58952 -0.36846 -2.22516
C -1.57672 0.64633 -2.32417
O -0.40187 0.54255 -1.85135
C -1.90610 1.82033 -3.08136
C -3.17890 2.11350 -3.43523
C -4.24211 1.20904 -3.16514
C -5.58007 1.56794 -3.37946
C -6.59179 0.67617 -3.12056
C -6.28559 -0.61411 -2.68340
C -4.98196 -0.98027 -2.44152
C -3.93723 -0.06795 -2.64235
H 1.66294 -4.44711 1.60729
H 2.55309 -3.65985 0.27932
H 2.02841 -2.70325 1.68419
H 1.34399 -5.61778 -0.31724
H 0.46857 -6.87936 -2.20710
H -1.32598 -5.92252 -3.61273
H -2.15103 -3.64053 -3.15177
H -1.10404 2.51996 -3.26902
H -3.41199 3.05283 -3.91808
H -5.79692 2.56686 -3.73025
H -7.62246 0.97412 -3.24373
H -7.08426 -1.32137 -2.51579
H -4.74751 -1.96524 -2.06524
Cl -4.76724 5.18052 -0.79082
C -4.05742 3.67432 -0.35268
C -2.68029 3.55344 -0.22085
Cl -1.65606 4.90031 -0.47761
C -2.11310 2.33971 0.11156
Cl -0.43541 2.17370 0.35053
C -2.87461 1.16928 0.29134
O -2.34453 0.04241 0.55807
C -4.27778 1.33266 0.19633
Cl -5.23718 -0.04386 0.53492
C -4.85473 2.54616 -0.13266
Cl -6.55419 2.66832 -0.29290
C 1.29013 -2.59797 6.59107
C 0.73417 -3.63379 5.60445
C 0.49951 -2.99507 4.22876
C -0.00416 -1.56979 4.43285
C 1.15635 -0.72018 4.96220
C 2.10639 -1.55962 5.82788
P -0.88254 -0.83602 2.93734
C -2.55109 -1.71448 2.91082
C -2.49788 -2.85192 1.88430
C -3.79378 -3.65388 1.91621
C -3.96157 -4.39418 3.25006
C -3.15987 -3.72605 4.36938
C -3.17653 -2.20621 4.23331
C -1.37321 0.89645 3.48185
C -2.21191 0.93876 4.76866
C -2.27405 2.35974 5.35181
C -2.15422 3.41230 4.25685
C -0.78017 3.33494 3.58034
C -0.22631 1.90293 3.60507
H 1.88746 -3.09476 7.35540
H 0.47613 -2.08077 7.10466
H -0.19980 -4.04286 5.99462
H 1.43734 -4.46180 5.49645
H -0.20023 -3.59956 3.65292
H 1.43769 -2.96576 3.67762
H -0.78131 -1.62291 5.20053
H 0.75628 0.07595 5.58835
H 1.70051 -0.26984 4.13361
H 2.64094 -0.90469 6.51782
H 2.85406 -2.06873 5.21748
H -3.20890 -0.94445 2.49522
H -1.64986 -3.51420 2.07272
H -2.37366 -2.40682 0.89685
H -3.81013 -4.36980 1.09366
H -4.62512 -2.96452 1.76323
H -3.63377 -5.43102 3.15410
H -5.01845 -4.41549 3.52099
H -2.13182 -4.08608 4.35840
H -3.59115 -4.00600 5.33300
H -2.69558 -1.76702 5.10589
H -4.21948 -1.88490 4.25989
H -2.00812 1.22344 2.65209
H -1.78830 0.27979 5.52813
H -3.22269 0.59516 4.54896
H -1.47368 2.50111 6.07902
H -3.21762 2.48358 5.88422
H -2.30514 4.40498 4.68389
H -2.94796 3.24496 3.52607
H -0.07936 3.98407 4.10814
H -0.87140 3.70694 2.55943
H 0.27462 1.75441 4.55759
H 0.51848 1.76130 2.82213
C 4.98649 -0.52841 2.27740
N 4.13096 -0.69456 1.12250
C 4.60035 -1.28306 -0.01032
C 3.81329 -1.51665 -1.07464
C 2.39756 -1.21297 -0.96530
O 1.55179 -1.57725 -1.76623
N 2.02555 -0.49674 0.13219
C 2.81073 -0.23896 1.18283
O 2.42328 0.38943 2.15998
H 5.24207 -1.50022 2.70543
H 4.43033 0.05554 3.01057
H 5.90570 -0.00497 2.00782
H 5.64833 -1.54865 0.01053
H 4.18102 -1.98447 -1.97239
C 4.45675 4.84567 0.01527
N 2.98133 5.20002 -0.12681
C 2.62528 5.12710 -1.61300
N 2.96598 3.87284 -2.16117
C 4.38068 3.59577 -1.99147
N 4.75120 3.60335 -0.58617
C 4.16565 2.47978 0.12206
P 2.28557 2.45675 0.15144
C 2.12905 4.27775 0.65307
C 2.11531 2.79647 -1.68404
H 4.69892 4.81281 1.08218
H 5.03303 5.63987 -0.46978
H 2.83845 6.15729 0.20583
H 3.19355 5.91654 -2.11537
H 1.54964 5.31320 -1.70829
H 4.96478 4.35205 -2.52472
H 4.60861 2.61575 -2.41032
H 4.53132 2.47472 1.15242
H 4.50210 1.56021 -0.36285
H 2.38903 4.35604 1.71306
H 1.08262 4.57274 0.52803
H 1.07392 3.04186 -1.90694
H 2.35614 1.87684 -2.22318
```

Calculated values
Strongest force on any atom ... 2.3 eV Å⁻¹
M ... 1221.2 g/mol
Charge ... +1
Multiplicity ... 1
ΔE to the lowest compared entry with this formula, charge and spin ... 69.2 kJ/mol
Gap between HOMO and LUMO ... 6.38 eV

---

Computed, not measured: 2 unconnected molecules or ions with the total composition C4H12NS2 at a distorted geometry, with ωB97M-V/def2-TZVPD.

```
19
Properties=species:S:1:pos:R:3
C -1.65605 -0.49762 1.19366
C -0.71734 0.12484 0.16115
S -1.39953 -0.36896 -1.46612
S 0.01394 0.75833 -2.63621
H -1.56865 -1.59863 1.17064
H -2.69519 -0.22485 0.91762
H -1.46373 -0.15192 2.21226
H 0.34998 -0.15901 0.15205
H -0.79076 1.21588 0.20537
H -0.64865 1.93169 -2.63871
C 1.56288 -1.43614 2.31798
C 1.48655 1.04265 2.13522
N 2.12687 -0.06930 2.20127
H 2.24035 -2.01520 2.95616
H 1.57726 -1.83620 1.29818
H 0.55581 -1.37708 2.72392
H 0.40479 1.09831 2.03820
H 2.09604 1.96407 2.03781
H 3.16791 0.00571 2.30688
```

Calculated values
Strongest force on any atom ... 1.9 eV Å⁻¹
M ... 138.3 g/mol
Charge ... +1
Multiplicity ... 1
ΔE to the lowest compared entry with this formula, charge and spin ... 155.7 kJ/mol
Gap between HOMO and LUMO ... 6.97 eV